Entry 1:
Computed, not measured: a structure of composition C26H29CeFN4OSeSi, with ωB97M-V/def2-TZVPD.

Computed properties:
Multiplicity: 1
Total charge: 0
E_HOMO: -7.7 eV

Geometry (Å):
Ce (-1.3222, -0.4535, -0.2863)
C (-4.2981, -0.5350, 2.6255)
C (-2.8536, -0.1587, 2.6563)
O (-2.0392, -0.8066, 1.9645)
N (-2.4331, 0.8734, 3.3831)
C (-1.0625, 1.3713, 3.2920)
C (-0.9760, 2.4745, 2.2715)
C (-1.0120, 3.7976, 2.6830)
C (-1.0373, 4.8042, 1.7310)
C (-1.0260, 4.4411, 0.3981)
C (-0.9734, 3.0952, 0.0769)
N (-0.9374, 2.1174, 0.9815)
H (-4.3943, -1.5453, 2.2360)
H (-4.8084, 0.1410, 1.9344)
H (-4.7697, -0.4509, 3.6049)
H (-3.1310, 1.4346, 3.8448)
H (-0.4280, 0.5306, 3.0225)
H (-0.7530, 1.7204, 4.2754)
H (-1.0115, 4.0287, 3.7405)
H (-1.0644, 5.8449, 2.0257)
H (-1.0453, 5.1750, -0.3951)
H (-0.9506, 2.7822, -0.9592)
Se (-5.2987, -3.6346, -0.1173)
C (-3.8720, -2.6848, -0.5823)
N (-2.9452, -2.0235, -0.8704)
C (0.2122, -2.1683, 0.2906)
C (0.9875, -3.0997, 0.4222)
C (1.8937, -4.2026, 0.6011)
C (1.4620, -5.5115, 0.3850)
C (2.3407, -6.5687, 0.5632)
C (3.6498, -6.3303, 0.9580)
C (4.0850, -5.0295, 1.1727)
C (3.2119, -3.9678, 0.9941)
H (0.4384, -5.6869, 0.0820)
H (1.9993, -7.5816, 0.3944)
H (4.3325, -7.1583, 1.0990)
H (5.1057, -4.8390, 1.4778)
H (3.5405, -2.9495, 1.1543)
F (-2.9552, 0.8044, -0.3955)
C (-1.3630, 1.8407, -3.6241)
Si (-0.0379, 0.5858, -3.2212)
C (1.4334, 0.8310, -4.3308)
C (-0.7882, -1.1162, -3.3849)
N (0.3439, 0.5897, -1.5148)
C (1.3518, 1.3445, -0.9061)
C (1.7791, 2.5707, -1.4299)
C (2.7145, 3.3444, -0.7549)
C (3.2400, 2.9186, 0.4569)
C (2.8449, 1.6891, 0.9694)
C (1.9263, 0.9008, 0.2919)
H (-1.7598, 1.6373, -4.6248)
H (-0.9714, 2.8624, -3.6294)
H (-2.2096, 1.8141, -2.9331)
H (1.3001, 0.2390, -5.2408)
H (2.3665, 0.5165, -3.8609)
H (1.5413, 1.8748, -4.6308)
H (-0.8960, -1.3619, -4.4465)
H (-1.8081, -1.2364, -2.9947)
H (-0.1588, -1.8851, -2.9286)
H (1.3599, 2.9378, -2.3603)
H (3.0227, 4.2898, -1.1846)
H (3.9626, 3.5267, 0.9853)
H (3.2698, 1.3223, 1.8963)
H (1.6747, -0.0865, 0.6656)

Cartesian forces (eV/Å) of the 3 atoms listed first:
Ce 0.419 0.572 0.101
C -0.125 0.184 0.194
C 0.172 -0.429 -0.538

Atomic partial charges in e from the Löwdin method, atoms 1 to 4: 1.11, 0.04, -0.46, -0.11

Entry 2:
Computed, not measured: an isolated molecule of C17H17ClFNO4S in a non-equilibrium geometry, with ωB97M-V/def2-TZVPD.

Computed properties:
Multiplicity: 1
Total charge: 0
E_HOMO: -9.1 eV

Geometry (Å):
C (0.7887, 3.9652, -2.9966)
N (1.2758, 2.7860, -2.3131)
S (0.5404, 2.5338, -0.8121)
O (1.2103, 3.2613, 0.2283)
O (-0.8687, 2.7464, -0.9819)
C (0.8268, 0.7796, -0.5953)
C (1.3479, 0.3129, 0.5930)
C (1.5170, -1.0555, 0.7754)
C (1.1571, -1.9260, -0.2472)
C (0.6328, -1.4417, -1.4357)
C (0.4557, -0.0800, -1.6115)
H (0.0365, 0.3299, -2.5156)
H (0.3513, -2.1304, -2.2172)
H (1.2692, -2.9901, -0.1023)
C (1.9066, -1.5858, 2.1313)
H (2.5809, -0.9106, 2.6582)
H (2.3325, -2.5917, 2.0665)
O (0.7052, -1.6221, 2.9099)
C (-0.1081, -2.6629, 2.7166)
O (0.2128, -3.6893, 2.1828)
C (-1.5186, -2.3078, 3.1556)
C (-2.0988, -1.6877, 1.9110)
C (-1.9227, -0.3316, 1.6429)
C (-2.3457, 0.2680, 0.4724)
C (-2.9673, -0.5163, -0.4834)
C (-3.1658, -1.8665, -0.2602)
C (-2.7270, -2.4432, 0.9225)
Cl (-2.9622, -4.1346, 1.1550)
H (-3.6519, -2.4827, -0.9996)
H (-3.2962, -0.0672, -1.4065)
H (-2.1652, 1.3184, 0.3071)
F (-1.3127, 0.4290, 2.5724)
H (-1.4832, -1.5833, 3.9669)
H (-2.0666, -3.2030, 3.4420)
H (1.5977, 1.0212, 1.3675)
C (2.7138, 2.7201, -2.1935)
H (2.9707, 1.7878, -1.6933)
H (3.1118, 3.5565, -1.6082)
H (3.1562, 2.7283, -3.1890)
H (-0.2932, 3.9767, -2.8906)
H (1.2015, 4.8875, -2.5727)
H (1.0546, 3.9012, -4.0519)

Cartesian forces (eV/Å) of the 3 atoms listed first:
C -0.335 0.294 -0.015
N -0.573 -0.387 0.907
S 0.203 -0.323 -0.417

Atomic partial charges in e from the natural (NBO) method, atoms 1 to 4: -0.43, -0.66, 2.31, -0.94

Entry 3:
Computed, not measured: a structure of composition H2NaO in a non-equilibrium geometry, with ωB97M-V/def2-TZVPD.

Computed properties:
Multiplicity: 1
Total charge: +1
E_HOMO: -17.4 eV

Geometry (Å):
O (0.1459, -0.0036, -0.3007)
H (-0.1351, 0.9393, -0.3094)
H (0.0368, -0.3036, -1.2314)
Na (-0.0477, -0.6321, 1.8415)

Cartesian forces (eV/Å) of the 3 atoms listed first:
O -0.568 0.758 -0.506
H 0.342 -0.784 -0.324
H 0.154 0.193 0.904

Need the natural (NBO) charges? In units of e they are: -1.02, 0.50, 0.52, 1.00

For the records above, the corresponding energy relative to the best compared isomer or geometry (same formula, charge and spin) values read 3.2, 3.2, 1.8 kcal per mole.
For the records above, the corresponding frontier orbital gap values read 6.71, 9.66, 12.46 eV.